A gas-phase ion, HO3S3 (charge -1), computed with ωB97M-V with the def2-TZVPD basis set.

XYZ file:
```
7
Properties=species:S:1:pos:R:3:forces:R:3:lowdin_charge:R:1
O -0.4295 -1.4587 -0.0645 -0.43 0.04 -0.04 -0.455
S 0.6932 -0.5699 -0.1898 1.29 -0.88 1.81 0.288
O 1.6506 -0.4857 0.9148 -0.96 0.11 -1.03 -0.459
S 1.8671 -1.2757 -1.9052 -1.43 1.64 1.15 0.023
O -0.1558 1.0735 0.0683 2.02 0.58 -1.38 -0.940
S -1.3350 1.7087 1.0296 -1.12 -3.00 -2.51 0.619
H -2.2906 1.0078 0.1467 0.63 1.51 1.99 -0.075
```
Forces are in eV/Å.

Calculated values
LUMO energy in eV: 2.6
Kohn-Sham gap in eV: 7.23
E_HOMO in eV: -4.637
Total charge: -1
F_max in hartree/bohr: 0.079
Multiplicity: 1
Energy relative to the best compared isomer or geometry (same formula, charge and spin) in kcal/mol: 70.5